{
  "formula": "C44H55BrClLaN4O11S2",
  "method": "the ωB97M-V functional and the def2-TZVPD basis",
  "symbols": ["La", "C", "C", "O", "C", "C", "C", "N", "N", "C", "O", "C", "C", "C", "C", "C", "C", "H", "H", "H", "H", "H", "H", "H", "H", "H", "H", "H", "H", "N", "C", "C", "C", "C", "N", "H", "H", "H", "H", "H", "H", "H", "H", "H", "H", "H", "H", "Cl", "O", "O", "Br", "C", "C", "C", "C", "C", "C", "C", "O", "O", "H", "H", "H", "H", "C", "C", "C", "C", "C", "C", "C", "S", "O", "O", "O", "H", "H", "H", "H", "H", "H", "H", "C", "C", "C", "C", "C", "C", "C", "O", "C", "C", "C", "H", "H", "H", "H", "H", "H", "H", "H", "H", "H", "H", "H", "O", "S", "C", "C", "C", "C", "H", "H", "H", "H", "H", "H", "H", "H"],
  "coordinates": [[0.386, -0.209, 1.688], [-1.904, 3.506, 3.287], [-0.758, 2.925, 2.496], [-0.907, 1.837, 1.814], [0.440, 3.637, 2.525], [1.716, 3.200, 2.101], [2.877, 4.171, 2.120], [2.032, 1.949, 1.770], [3.266, 1.742, 1.322], [3.838, 0.575, 1.598], [3.457, -0.363, 2.353], [5.139, 0.284, 0.997], [5.469, 0.747, -0.260], [6.677, 0.341, -0.812], [7.502, -0.483, -0.088], [7.164, -0.940, 1.176], [5.954, -0.579, 1.719], [-2.734, 3.823, 2.647], [-1.527, 4.399, 3.819], [-2.249, 2.773, 4.032], [0.383, 4.657, 2.920], [2.549, 5.205, 2.099], [3.529, 3.950, 1.273], [3.479, 4.019, 3.024], [4.805, 1.424, -0.775], [6.970, 0.647, -1.811], [8.449, -0.754, -0.520], [7.846, -1.583, 1.739], [5.630, -0.950, 2.691], [-0.235, -0.639, -2.564], [-0.669, -0.985, -3.896], [-1.900, -1.912, -3.887], [-3.219, -1.333, -3.317], [-3.402, -1.331, -1.780], [-2.758, -0.229, -1.084], [0.767, -0.382, -2.546], [-0.350, -1.434, -1.924], [0.118, -1.500, -4.499], [-0.931, -0.049, -4.424], [-1.647, -2.847, -3.378], [-2.086, -2.181, -4.930], [-4.045, -1.934, -3.715], [-3.355, -0.317, -3.714], [-3.045, -2.321, -1.429], [-4.491, -1.268, -1.554], [-1.814, -0.129, -1.488], [-2.663, -0.506, -0.106], [-0.270, -2.491, 0.021], [1.364, 0.179, 3.978], [2.488, 0.719, 4.161], [4.462, -4.562, 2.683], [4.555, -3.694, 1.008], [5.604, -4.006, 0.153], [5.670, -3.359, -1.068], [4.719, -2.436, -1.449], [3.666, -2.159, -0.577], [3.570, -2.782, 0.657], [2.711, -1.021, -0.971], [2.707, -0.594, -2.143], [1.992, -0.552, -0.037], [6.342, -4.735, 0.454], [6.478, -3.606, -1.736], [4.738, -1.921, -2.402], [2.774, -2.534, 1.341], [-7.633, 2.233, 2.376], [-6.333, 1.487, 2.575], [-6.238, 0.477, 3.537], [-5.041, -0.180, 3.757], [-3.969, 0.205, 2.994], [-4.006, 1.168, 2.010], [-5.200, 1.835, 1.812], [-2.455, -0.638, 3.359], [-1.484, 0.242, 4.000], [-2.784, -1.886, 4.050], [-1.968, -0.924, 1.979], [-8.489, 1.656, 2.743], [-7.792, 2.438, 1.304], [-7.624, 3.212, 2.899], [-7.122, 0.196, 4.104], [-4.886, -0.973, 4.465], [-3.090, 1.383, 1.485], [-5.273, 2.630, 1.086], [-1.311, 3.515, -6.733], [-1.148, 3.201, -5.258], [0.119, 3.053, -4.666], [0.291, 2.728, -3.313], [1.702, 2.639, -2.764], [-0.872, 2.616, -2.510], [-0.749, 2.212, -1.104], [0.166, 1.507, -0.610], [-2.181, 2.723, -3.086], [-3.436, 2.503, -2.275], [-2.278, 3.014, -4.451], [-0.432, 4.045, -7.142], [-2.193, 4.139, -6.939], [-1.419, 2.598, -7.340], [0.998, 3.170, -5.286], [2.417, 3.074, -3.482], [1.995, 1.587, -2.595], [1.803, 3.181, -1.814], [-1.560, 2.568, -0.423], [-3.395, 1.519, -1.734], [-4.324, 2.544, -2.919], [-3.541, 3.277, -1.508], [-3.262, 3.090, -4.923], [1.064, -2.452, 2.808], [0.780, -3.874, 3.169], [1.059, -4.973, 1.707], [-0.278, -5.612, 1.338], [-1.228, -5.561, 2.546], [-1.031, -4.202, 3.195], [1.755, -5.748, 2.085], [1.513, -4.410, 0.897], [-0.112, -6.645, 1.007], [-0.714, -5.070, 0.476], [-0.966, -6.380, 3.246], [-2.266, -5.707, 2.240], [-1.404, -4.132, 4.231], [-1.494, -3.399, 2.613]],
  "forces_ev_per_angstrom": [[0.996, 0.228, -0.955], [0.064, 0.372, 0.310], [0.941, -0.272, -0.882], [-0.490, 0.958, 1.093], [-0.768, 0.190, 0.309], [1.671, -1.190, -0.688], [-0.139, 0.056, 0.007], [-2.145, 0.672, 0.824], [2.038, -0.519, -0.446], [-0.911, 0.505, 0.398], [-1.457, 0.311, 0.390], [-0.044, 0.400, -0.126], [0.680, 0.077, -0.116], [-0.375, 0.316, -0.209], [0.716, -0.178, -0.064], [0.379, -0.257, 0.237], [0.426, -0.081, 0.017], [-0.058, -0.243, 0.035], [-0.312, -0.389, -0.158], [0.002, 0.155, -0.349], [0.181, -0.424, 0.074], [-0.161, 0.203, 0.012], [-0.051, 0.118, 0.082], [-0.047, -0.048, -0.090], [-0.203, -0.058, -0.037], [-0.041, 0.062, 0.036], [0.337, -0.244, -0.108], [-0.156, 0.122, -0.236], [-0.005, 0.174, -0.344], [0.342, -0.113, -0.028], [-0.177, -0.276, -0.286], [-0.027, 0.411, -0.006], [0.135, 0.136, 0.237], [-0.401, -0.500, -0.292], [0.247, -0.234, -0.021], [-0.675, -0.153, 0.188], [0.383, 0.245, -0.244], [-0.309, 0.265, 0.245], [0.044, -0.231, -0.108], [0.018, 0.038, 0.154], [-0.074, -0.042, -0.105], [0.065, 0.021, -0.037], [-0.007, -0.029, 0.078], [-0.136, 0.298, 0.049], [0.465, -0.171, -0.204], [-0.100, -0.101, 0.369], [0.218, 0.156, -0.156], [-0.386, -0.526, -0.222], [1.831, 1.043, 1.227], [-1.853, -0.882, -0.014], [0.054, -0.110, 0.389], [-0.079, 0.076, -0.633], [-0.352, 0.073, 0.374], [0.293, -0.294, -0.299], [-0.561, -0.117, 0.383], [-0.020, 0.816, -0.661], [0.267, -0.178, 0.115], [-0.723, 0.469, 0.248], [0.487, -0.496, 0.253], [0.604, -0.535, -0.567], [0.104, -0.009, -0.027], [0.233, 0.010, -0.142], [0.078, -0.009, 0.101], [0.010, 0.126, -0.038], [-0.020, 0.323, -0.195], [0.221, 0.110, 0.011], [-0.449, 0.170, -0.177], [-0.440, 0.556, -0.333], [0.816, -0.615, 0.919], [-0.198, 0.237, 0.161], [-0.536, -0.363, 0.489], [0.981, -1.094, -1.188], [-0.704, -0.369, 0.527], [-0.154, 1.170, 0.158], [-0.415, -0.237, 0.306], [0.157, 0.115, -0.033], [-0.006, -0.041, 0.373], [0.001, -0.485, -0.217], [0.010, 0.077, -0.038], [-0.219, -0.140, 0.240], [0.078, 0.171, -0.222], [-0.014, 0.065, -0.186], [0.288, -0.023, -0.314], [0.167, -0.206, 0.549], [-0.684, -0.076, -0.106], [-0.318, 0.632, -0.200], [0.017, -0.241, -0.092], [-0.014, -0.557, -0.914], [1.577, -1.539, 2.251], [-2.359, 1.999, -1.933], [0.784, 0.155, 0.051], [0.069, -0.251, 0.197], [0.242, 0.008, -0.125], [-0.286, -0.172, 0.270], [0.195, -0.172, 0.205], [0.003, 0.225, 0.323], [0.124, 0.062, -0.038], [-0.315, -0.101, 0.144], [-0.116, 0.395, 0.149], [-0.061, -0.309, -0.172], [0.339, -0.312, -0.250], [-0.099, 0.681, -0.460], [0.215, -0.013, 0.094], [-0.018, 0.050, -0.015], [0.161, -0.015, 0.246], [-0.234, 0.284, 0.205], [-0.111, -0.603, 0.010], [-0.180, -0.665, 0.720], [-0.338, 0.021, -0.876], [0.583, -0.373, 0.054], [0.000, 0.371, 0.077], [-0.191, 0.506, -0.217], [-0.047, 0.138, 0.104], [-0.061, 0.068, 0.094], [0.198, -0.118, 0.596], [-0.149, 0.346, -0.168], [0.013, 0.045, 0.060], [0.297, 0.019, -0.442], [0.135, -0.099, -0.006]],
  "lowdin_charge": [2.02, -0.04, -0.46, -0.29, -0.05, -0.32, -0.06, -0.06, 0.05, -0.50, -0.07, -0.16, -0.02, -0.10, -0.14, -0.10, -0.02, 0.07, 0.07, 0.08, 0.08, 0.06, 0.06, 0.08, 0.11, 0.10, 0.08, 0.10, 0.12, 0.00, -0.28, -0.21, -0.20, -0.29, 0.00, 0.05, -0.06, 0.11, 0.10, 0.10, 0.09, 0.09, 0.10, 0.09, 0.10, 0.03, 0.04, 0.09, -0.25, -0.03, 0.75, -0.66, -0.15, -0.10, -0.02, -0.09, -0.08, -0.59, -0.02, -0.28, 0.09, 0.09, 0.11, 0.07, -0.07, -0.28, -0.05, -0.06, -0.26, -0.05, -0.02, 0.49, -0.34, -0.33, -0.56, 0.07, 0.07, 0.08, 0.10, 0.10, 0.09, 0.11, -0.07, -0.27, -0.02, -0.18, -0.03, -0.10, -0.16, -0.05, -0.19, -0.07, -0.03, 0.07, 0.07, 0.08, 0.10, 0.07, 0.07, 0.09, 0.12, 0.05, 0.07, 0.07, 0.11, -0.70, 0.93, -0.36, -0.28, -0.24, -0.33, 0.06, 0.04, 0.10, 0.06, 0.11, 0.11, 0.09, 0.06],
  "total_energy_ev": -180102.41837,
  "homo_lumo_gap_ev": [5.47, 4.96],
  "homo_ev": [-1.546, -1.234],
  "total_charge": -2,
  "lumo_energy_ev": [3.93, 3.73]
}